1.
11
Properties=species:S:1:pos:R:3:forces:R:3 method="wB97M-V/def2-TZVPD" e_homo_ev="-12.72 / -12.72" multiplicity=1 smiles="O=C=C/C=C(/F)[N+]#CI" orbital_gap_ev="7.46 / 7.46" total_charge=+1
C 2.129381 -0.459699 0.740795 -3.09 1.93 -1.19
C -0.803632 0.934803 -0.629129 1.16 2.12 0.27
C -1.147124 -1.337889 0.220199 1.16 0.22 -0.08
C 0.486476 1.133790 -0.332512 0.30 0.48 -0.17
C -1.521525 -0.228223 -0.400134 -4.60 -1.57 -0.52
N 1.291047 0.251262 0.309147 2.58 -1.60 0.57
O -0.718625 -2.275285 0.723929 -0.40 -0.11 0.08
F 1.103021 2.272731 -0.659645 0.10 -0.08 0.30
I 3.039257 -1.869577 1.677941 0.78 -0.63 0.48
H -1.193354 1.926336 -0.954952 -0.47 -1.32 -0.26
H -2.664921 -0.348249 -0.695641 2.48 0.56 0.52



2.
11
Properties=species:S:1:pos:R:3:forces:R:3 method="wB97M-V/def2-TZVPD" e_homo_ev=-10.07 multiplicity=1 smiles="O=CNC(=O)NO" orbital_gap_ev=10.09 total_charge=0
C -1.136563 0.228978 0.461580 2.53 1.72 0.16
C 1.411332 0.664607 -0.284254 0.04 -2.18 0.86
H 0.520589 -1.160180 -0.993756 0.14 -2.64 1.40
H -2.009353 -1.529876 0.001781 2.38 1.89 -1.10
H 0.198902 1.943109 0.811856 -0.63 -2.12 -0.45
H 2.357031 1.120443 0.296321 -2.20 -0.29 -1.60
N -1.141715 -0.906117 -0.313218 -2.97 -3.63 1.80
N 0.137848 0.980523 0.363176 3.04 0.54 -1.13
O 0.014183 -1.864560 -0.329307 -1.18 3.97 -1.46
O -1.981972 0.768949 1.127516 -0.36 -0.97 -0.66
O 1.629717 -0.245876 -1.141695 -0.78 3.70 2.19



3.
37
Properties=species:S:1:pos:R:3:forces:R:3 method="wB97M-V/def2-TZVPD" e_homo_ev=-7.74 multiplicity=1 orbital_gap_ev=6.95 total_charge=0
Y 1.145798 -0.403532 0.311825 0.19 0.04 -0.03
O -2.795317 -2.436253 4.023004 0.00 0.00 0.00
C -1.824479 -1.859278 3.618100 0.00 0.01 -0.01
S -0.238314 -2.619588 3.401252 -0.02 0.00 0.01
C 0.621766 -1.198227 2.820431 -0.01 0.02 -0.03
C -0.109953 -0.050989 2.691218 -0.04 -0.03 0.03
S 0.383604 1.486129 2.008336 0.01 0.01 0.02
S -1.804504 -0.152051 3.151811 0.01 0.00 0.00
S 2.301427 -1.484746 2.376867 -0.01 -0.01 0.00
Cl -2.026930 -4.593763 -5.295914 0.01 0.01 0.01
C -1.077696 -3.668540 -4.174401 0.01 -0.01 -0.01
C 0.291562 -3.494551 -4.424372 0.01 0.00 0.01
C 1.070192 -2.772008 -3.560372 0.00 0.00 0.01
Cl 2.754910 -2.566320 -3.882108 0.00 0.00 0.00
C 0.535103 -2.173441 -2.385845 -0.09 0.00 0.03
O 1.278671 -1.499711 -1.584358 0.01 0.04 -0.02
C -0.858172 -2.367567 -2.166782 0.02 0.04 0.04
C -1.520512 -1.802719 -1.028316 0.04 -0.01 -0.02
O -1.009833 -1.110802 -0.137162 -0.03 -0.03 -0.05
C -1.646122 -3.115420 -3.065215 -0.01 -0.01 -0.01
H 0.739158 -3.933395 -5.305560 -0.01 -0.01 0.00
H -2.597748 -2.007169 -0.952483 0.00 0.00 0.01
H -2.702693 -3.246287 -2.867506 0.00 0.00 0.00
O 2.890326 0.885180 -0.312515 0.01 -0.06 0.10
S 4.250092 1.383980 0.174938 -0.05 0.03 -0.09
C 4.079088 1.818203 1.921663 0.04 -0.05 0.03
C 3.542939 3.254550 2.040569 -0.03 -0.04 0.01
C 3.215910 3.761482 0.633462 -0.02 0.01 -0.03
C 4.237681 3.120084 -0.295770 0.00 0.01 -0.01
H 5.078593 1.695551 2.342311 -0.02 -0.01 0.03
H 3.429729 1.055158 2.355887 -0.02 0.02 -0.03
H 4.301373 3.885615 2.504946 0.01 0.01 -0.02
H 2.658160 3.263940 2.673816 0.00 0.02 0.01
H 3.256542 4.848221 0.567485 -0.01 0.00 0.00
H 2.213742 3.445860 0.340612 0.00 0.00 0.00
H 5.250678 3.491954 -0.120686 0.00 0.00 0.00
H 4.011648 3.174767 -1.359155 0.00 0.00 0.00



4.
36
Properties=species:S:1:pos:R:3:forces:R:3 method="wB97M-V/def2-TZVPD" e_homo_ev="-21.43 / -21.55" multiplicity=4 orbital_gap_ev="7.28 / 4.75" s2=3.7983 total_charge=+4
Re 0.438705 0.367018 0.204904 0.23 0.21 0.07
I 2.784421 -0.556172 -0.770602 -0.14 0.05 0.17
C 3.428911 -1.000576 1.227048 0.06 0.01 0.03
I 1.648451 -0.681490 2.379054 -0.05 0.05 -0.27
H 4.203790 -0.301545 1.530426 0.03 -0.06 0.01
H 3.731685 -2.042452 1.295531 0.04 0.04 0.02
C 3.330006 4.908074 0.287190 0.00 0.00 0.03
C 2.581057 4.069636 1.340581 0.02 0.03 -0.02
C 1.263901 3.607854 0.832826 -0.01 -0.11 -0.04
N 0.924825 2.391378 0.545715 0.01 0.13 0.07
N -0.365406 2.232546 0.057413 -0.03 0.07 0.00
C -1.032860 3.397790 -0.039032 0.24 -0.09 0.06
N -2.258415 3.534453 -0.474325 -0.14 0.03 -0.05
S -0.034508 4.719217 0.492993 -0.03 -0.01 -0.03
H 4.290736 5.207556 0.700490 0.00 0.00 -0.01
H 2.783714 5.817795 0.037454 0.00 0.00 0.00
H 3.507218 4.341711 -0.626605 0.00 0.00 0.00
H 2.410559 4.669943 2.238627 0.00 -0.02 0.01
H 3.157614 3.192970 1.639208 0.00 0.00 -0.02
H -2.805917 2.746653 -0.792948 0.04 0.03 0.01
H -2.703719 4.444262 -0.527598 0.02 -0.03 0.00
C -3.538868 -3.017005 0.496471 0.30 -0.12 0.19
N -2.421128 -3.407398 -0.356643 -0.84 -1.24 -0.02
C -2.319245 -4.759325 -0.919441 0.34 0.46 -0.09
C -1.091293 -4.688410 -1.826411 -0.09 0.26 0.27
N -0.640291 -3.307364 -1.619365 -0.69 -0.72 0.15
C -1.427908 -2.623431 -0.803915 0.94 1.74 -0.21
S -1.399287 -0.888164 -0.502901 -0.24 -0.63 -0.03
H -3.893247 -3.900789 1.024153 -0.04 -0.06 -0.05
H -4.350401 -2.632946 -0.131947 -0.03 0.05 -0.13
H -3.224905 -2.250104 1.200947 0.03 0.08 -0.08
H -3.248028 -4.996546 -1.451379 -0.13 -0.05 0.00
H -2.222252 -5.478849 -0.098775 -0.07 -0.09 0.09
H -1.322517 -4.837768 -2.885964 0.02 -0.03 -0.10
H -0.299888 -5.391036 -1.552807 0.07 -0.06 -0.02
H 0.114506 -2.887490 -2.150362 0.14 0.10 -0.02



Repeat the first record exactly.
11
Properties=species:S:1:pos:R:3:forces:R:3 method="wB97M-V/def2-TZVPD" e_homo_ev="-12.72 / -12.72" multiplicity=1 smiles="O=C=C/C=C(/F)[N+]#CI" orbital_gap_ev="7.46 / 7.46" total_charge=+1
C 2.129381 -0.459699 0.740795 -3.09 1.93 -1.19
C -0.803632 0.934803 -0.629129 1.16 2.12 0.27
C -1.147124 -1.337889 0.220199 1.16 0.22 -0.08
C 0.486476 1.133790 -0.332512 0.30 0.48 -0.17
C -1.521525 -0.228223 -0.400134 -4.60 -1.57 -0.52
N 1.291047 0.251262 0.309147 2.58 -1.60 0.57
O -0.718625 -2.275285 0.723929 -0.40 -0.11 0.08
F 1.103021 2.272731 -0.659645 0.10 -0.08 0.30
I 3.039257 -1.869577 1.677941 0.78 -0.63 0.48
H -1.193354 1.926336 -0.954952 -0.47 -1.32 -0.26
H -2.664921 -0.348249 -0.695641 2.48 0.56 0.52